{"formula": "C15H19Cl5GeO5RuSe", "method": "ωB97M-V with the def2-TZVPD basis set", "species": ["Ru", "O", "C", "O", "C", "O", "C", "C", "O", "O", "H", "H", "H", "H", "H", "Cl", "C", "C", "C", "Cl", "C", "Cl", "C", "Cl", "C", "Cl", "C", "Ge", "C", "C", "C", "Se", "C", "H", "H", "H", "H", "H", "H", "H", "H", "H", "H", "H", "H", "H", "H"], "xyz": [[-0.08671, 0.15167, 0.82108], [2.23157, 0.95953, -2.87709], [1.56319, 1.25083, -1.77824], [1.44817, 0.45703, -0.86391], [1.03914, 2.67830, -1.83783], [0.05833, 2.99560, -0.88956], [-1.30119, 2.69473, -1.21978], [-1.52265, 1.38105, -0.51476], [-1.73408, 1.33471, 0.75242], [-1.19086, 0.30470, -1.08034], [2.59403, 0.06152, -2.80884], [0.72258, 2.88166, -2.86311], [1.89771, 3.31914, -1.62417], [-1.46401, 2.58953, -2.29211], [-1.91454, 3.49289, -0.80981], [-2.05540, 1.22012, 3.84228], [-1.99917, -0.40237, 3.26773], [-1.15290, -0.76873, 2.22600], [-1.21575, -2.09083, 1.82575], [-0.20901, -2.40399, 0.40952], [-2.00414, -3.07299, 2.38360], [-1.98086, -4.67114, 1.78078], [-2.81122, -2.69012, 3.45627], [-3.79920, -3.85484, 4.22099], [-2.80477, -1.36080, 3.89219], [-3.81027, -0.91452, 5.20669], [4.56497, 2.11323, 3.03111], [3.57397, 0.57515, 3.69625], [3.43951, -0.85925, 2.35866], [4.23916, -0.06780, 5.40885], [1.68508, 1.11791, 3.97454], [0.97232, 1.78880, 2.28700], [0.26967, 3.56877, 2.55206], [5.59529, 1.83628, 2.80752], [4.58504, 2.90938, 3.77619], [4.10828, 2.49478, 2.11777], [3.88644, -1.78132, 2.73039], [3.92485, -0.59479, 1.41981], [2.38895, -1.08380, 2.15184], [5.30174, -0.30156, 5.34377], [3.71041, -0.97150, 5.71219], [4.10273, 0.68879, 6.18158], [1.51588, 1.88243, 4.73259], [1.07362, 0.25595, 4.24391], [1.11419, 4.12251, 2.95345], [-0.58502, 3.59940, 3.22106], [0.01124, 3.92784, 1.56026]], "atomic_forces_ev_per_a": [[-1.01, -0.34, 0.65], [0.06, 0.05, 0.02], [-0.08, -0.05, -0.05], [0.18, 0.29, 0.22], [-0.03, -0.12, 0.02], [0.03, 0.16, -0.02], [-0.12, 0.02, 0.11], [-0.21, -0.63, -0.15], [0.24, 0.91, -0.19], [0.15, 0.23, -0.10], [0.02, -0.01, 0.00], [-0.06, 0.00, 0.01], [0.03, 0.00, -0.05], [0.07, 0.04, -0.02], [-0.05, -0.03, 0.00], [0.03, 0.02, -0.02], [0.15, -0.01, 0.15], [-0.31, -0.24, -0.20], [0.24, 0.00, -0.11], [0.08, -0.19, 0.06], [0.01, 0.01, 0.06], [-0.01, -0.01, 0.00], [0.04, 0.00, -0.03], [-0.01, 0.00, 0.01], [-0.04, 0.00, 0.06], [0.00, 0.01, 0.00], [0.00, 0.01, 0.02], [0.04, -0.08, -0.02], [0.01, 0.00, 0.02], [-0.03, -0.01, 0.00], [-0.55, -0.06, 0.11], [1.51, 0.10, -0.78], [-0.43, -0.25, 0.34], [-0.01, -0.02, 0.01], [0.00, 0.00, -0.02], [0.01, 0.01, 0.01], [0.04, 0.03, -0.01], [0.00, 0.02, 0.01], [-0.03, 0.00, -0.02], [-0.01, 0.01, -0.02], [-0.01, 0.01, 0.00], [0.02, 0.00, -0.01], [0.07, 0.09, -0.07], [-0.02, 0.03, 0.07], [-0.04, 0.07, 0.00], [0.00, -0.03, -0.02], [0.02, -0.01, -0.01]], "molar_mass_g_mol": 709.217, "total_charge": 1, "s_squared": 0.77, "energy_ha": -7833.08517, "e_homo_ev": [-11.6700, -11.7726], "relative_energy_kj_mol": 133.1, "largest_force_ev_per_a": 1.7, "spin_multiplicity": 2}


{"formula": "C33H66ClN5O7", "method": "ωB97M-V with the def2-TZVPD basis set", "species": ["O", "C", "C", "C", "C", "C", "C", "Cl", "C", "O", "C", "C", "C", "C", "C", "C", "H", "H", "H", "H", "H", "H", "H", "H", "H", "H", "H", "C", "O", "C", "C", "C", "N", "H", "H", "H", "H", "H", "H", "H", "H", "H", "H", "H", "C", "O", "C", "C", "C", "N", "H", "H", "H", "H", "H", "H", "H", "H", "H", "H", "H", "C", "O", "C", "C", "C", "N", "H", "H", "H", "H", "H", "H", "H", "H", "H", "H", "H", "C", "O", "C", "C", "C", "N", "H", "H", "H", "H", "H", "H", "H", "H", "H", "H", "H", "C", "O", "C", "C", "C", "N", "H", "H", "H", "H", "H", "H", "H", "H", "H", "H", "H"], "xyz": [[4.27705, 1.91748, -0.06688], [3.46878, 2.86133, -0.21760], [1.87407, 2.62912, -0.32106], [1.02449, 3.59421, 0.30438], [-0.57129, 3.53426, 0.25216], [-1.03210, 4.79035, -0.68897], [-1.61874, 6.02136, 0.14705], [-1.71766, 7.53917, -0.93330], [1.64593, 4.86080, 1.09450], [1.16095, 5.29843, 2.16575], [2.97034, 5.47493, 0.40866], [3.24454, 6.99456, 0.40977], [4.52138, 7.49015, -0.31748], [5.44568, 6.44283, -0.99763], [5.18423, 4.91130, -0.98770], [3.90916, 4.41321, -0.27593], [1.46504, 1.74306, -0.90914], [-0.97272, 3.70430, 1.30680], [-0.97821, 2.57844, -0.24055], [-1.73364, 4.43445, -1.53310], [-0.08878, 5.17943, -1.23333], [-0.84559, 6.29252, 0.95267], [-2.66338, 5.83256, 0.58864], [2.51832, 7.72232, 0.91858], [4.76773, 8.60312, -0.33134], [6.36752, 6.83028, -1.54476], [5.88581, 4.14866, -1.47892], [5.80876, -3.77350, -1.62291], [4.73348, -3.80076, -2.54564], [3.75116, -2.78797, -2.33868], [4.11824, -1.41204, -2.92988], [5.14468, -0.64664, -2.10090], [4.61048, -1.53043, -4.30860], [5.48867, -3.45743, -0.62558], [6.60416, -3.12230, -1.99171], [6.21843, -4.78335, -1.55082], [2.85312, -3.14348, -2.85252], [3.48992, -2.71263, -1.27718], [3.20306, -0.80863, -2.94424], [6.16003, -1.02886, -2.22808], [5.16304, 0.40499, -2.39864], [4.89626, -0.68556, -1.03663], [3.87860, -1.95313, -4.87975], [5.34995, -2.23298, -4.30560], [-2.74375, -1.59969, -1.41854], [-1.60144, -0.77848, -1.23834], [-0.85580, -1.05479, -0.05429], [0.11728, -2.24523, -0.17792], [-0.57122, -3.60554, -0.11595], [0.91011, -2.16940, -1.41275], [-3.22077, -1.85792, -0.46895], [-2.47122, -2.50391, -1.96690], [-3.46397, -1.05057, -2.02892], [-0.26106, -0.15323, 0.13317], [-1.52417, -1.16790, 0.80699], [0.80471, -2.19375, 0.67359], [-1.08344, -3.86026, -1.04642], [0.16324, -4.39431, 0.06713], [-1.30278, -3.63836, 0.69656], [1.44572, -1.30252, -1.40233], [0.25532, -2.03872, -2.18442], [-4.24624, -2.26238, 1.93515], [-3.55152, -1.03585, 2.09338], [-4.37252, 0.12403, 1.98891], [-5.13785, 0.48133, 3.27897], [-6.34995, -0.40940, 3.53573], [-4.26022, 0.44138, 4.45605], [-5.06655, -2.18246, 1.21573], [-4.61890, -2.60989, 2.90076], [-3.53775, -3.00920, 1.56979], [-3.68546, 0.94822, 1.76654], [-5.04778, 0.04433, 1.12833], [-5.50993, 1.50523, 3.16457], [-6.07374, -1.39734, 3.91068], [-7.00080, 0.04371, 4.28782], [-6.93922, -0.54275, 2.62395], [-3.50518, 1.11235, 4.32191], [-3.78437, -0.46142, 4.44692], [-1.29630, -1.70197, 9.65746], [-1.45412, -1.07795, 8.39413], [-1.87209, -1.95291, 7.35150], [-3.39009, -2.22530, 7.31697], [-3.85814, -3.20563, 8.38875], [-4.16481, -0.98324, 7.43667], [-0.93016, -2.72894, 9.56758], [-2.23943, -1.68065, 10.20745], [-0.56871, -1.12444, 10.23131], [-1.60068, -1.44541, 6.41905], [-1.29542, -2.88584, 7.37452], [-3.61825, -2.67825, 6.34518], [-3.90908, -2.75108, 9.38040], [-4.86188, -3.57093, 8.15606], [-3.19409, -4.07316, 8.44458], [-3.91972, -0.37114, 6.65897], [-3.81309, -0.48601, 8.25495], [-0.95223, -0.23480, -7.47056], [-0.60193, -1.60892, -7.47709], [0.40317, -1.95783, -8.42414], [1.84529, -1.67452, -7.95705], [2.22977, -0.19934, -8.02436], [2.07674, -2.16468, -6.59184], [-0.90491, 0.20782, -8.46980], [-0.30822, 0.31386, -6.78014], [-1.97662, -0.14874, -7.10239], [0.30353, -3.03908, -8.56964], [0.19631, -1.49503, -9.39670], [2.51875, -2.21325, -8.63247], [1.79535, 0.38579, -7.21088], [3.31453, -0.08657, -7.95091], [1.91328, 0.24590, -8.97194], [1.91442, -3.17038, -6.57561], [1.32976, -1.79088, -6.00599]], "atomic_forces_ev_per_a": [[-2.63, 3.26, -0.77], [0.54, -0.94, 0.35], [-0.48, 2.81, 1.41], [0.93, -1.77, -0.88], [0.59, 1.02, -0.53], [0.40, 0.30, -0.44], [0.62, -0.50, 0.13], [-0.06, -1.18, 0.74], [0.32, 0.42, 1.06], [1.32, -1.37, -3.82], [1.36, 0.28, -1.05], [2.39, -2.53, -1.64], [-0.97, -3.99, 0.21], [-2.26, -0.73, 1.31], [-2.66, 2.11, 1.93], [0.54, 3.10, -0.07], [0.69, 1.24, 1.08], [0.46, -0.50, -1.39], [0.89, 1.29, 1.07], [0.89, 0.64, 1.53], [-1.51, -0.54, 0.82], [-1.47, -0.42, -1.08], [1.73, 0.34, -0.73], [1.26, -1.37, -0.86], [-0.33, -1.86, -0.09], [-1.44, -0.66, 0.88], [-1.16, 1.47, 0.82], [0.07, -0.18, -0.35], [-0.08, 0.22, 0.35], [-0.14, -0.07, -0.35], [0.60, -0.29, 0.01], [-0.02, 0.22, 0.17], [-0.27, -0.24, 0.04], [-0.01, 0.09, -0.04], [0.07, 0.09, 0.23], [-0.11, 0.01, -0.03], [0.16, -0.05, 0.07], [0.13, -0.03, 0.01], [-0.06, -0.11, -0.06], [-0.12, -0.08, -0.06], [-0.01, -0.11, 0.01], [0.04, 0.05, -0.05], [0.03, 0.25, -0.16], [-0.01, 0.17, 0.05], [0.07, 0.11, -0.29], [-0.04, -0.04, 0.38], [0.23, 0.09, 0.10], [-0.32, 0.03, -0.34], [0.02, -0.22, 0.13], [-0.26, 0.32, 0.12], [0.13, -0.01, -0.03], [-0.16, -0.13, 0.10], [0.09, 0.06, 0.05], [-0.02, -0.02, -0.12], [-0.07, -0.10, -0.09], [-0.02, 0.13, -0.05], [0.04, 0.11, 0.04], [-0.03, 0.11, -0.06], [0.03, 0.02, -0.04], [0.07, -0.13, 0.03], [0.06, -0.11, 0.08], [0.26, -0.11, 0.25], [-0.38, 0.13, -0.22], [0.22, 0.31, 0.10], [0.01, -0.45, 0.05], [-0.27, 0.03, 0.03], [0.31, 0.12, -0.27], [-0.04, 0.05, 0.07], [-0.20, -0.08, -0.10], [0.03, 0.10, -0.01], [0.05, -0.12, 0.05], [-0.08, -0.13, 0.05], [0.14, -0.02, -0.05], [0.06, 0.10, -0.04], [0.13, -0.04, -0.04], [0.04, -0.01, 0.04], [-0.10, 0.02, 0.10], [-0.13, 0.05, -0.01], [-0.04, 0.36, 0.06], [0.06, -0.45, -0.18], [-0.06, 0.20, -0.23], [0.03, 0.23, 0.50], [-0.10, -0.28, -0.01], [0.39, 0.02, -0.15], [-0.08, -0.01, -0.04], [0.04, -0.21, 0.09], [0.00, 0.00, -0.13], [-0.01, 0.07, 0.11], [-0.04, -0.06, 0.14], [0.10, 0.08, -0.04], [0.06, 0.04, -0.12], [0.08, 0.10, 0.00], [-0.03, 0.04, 0.02], [-0.36, -0.01, 0.02], [-0.13, -0.13, -0.02], [-0.10, -0.13, 0.32], [0.15, 0.09, -0.42], [0.06, -0.34, 0.11], [-0.21, 0.33, 0.19], [0.21, 0.15, -0.12], [-0.22, -0.28, -0.04], [0.09, -0.02, 0.02], [0.01, 0.19, -0.14], [0.04, -0.11, -0.05], [-0.05, 0.07, 0.11], [0.02, 0.16, 0.05], [-0.12, -0.08, 0.04], [-0.02, -0.12, -0.04], [-0.11, -0.06, 0.06], [-0.01, -0.02, 0.06], [0.13, 0.06, 0.02], [0.14, 0.03, -0.05]], "molar_mass_g_mol": 680.372, "energy_ha": -2557.32126, "smiles": "O=C1C=C(CCCCl)C(=O)c2ccccc21.COC[C@@H](C)N.COC[C@@H](C)N.COC[C@@H](C)N.COC[C@@H](C)N.COC[C@@H](C)N", "e_homo_ev": -8.6050, "largest_force_ev_per_a": 4.3, "spin_multiplicity": 1}